Here is C24H37FN2O2 in the gas phase from OMol25. Energies are from ωB97M-V/def2-TZVPD.

XYZ file:
```
66
Properties=species:S:1:pos:R:3:lowdin_charge:R:1
C -3.649 -0.763 -3.097 -0.02
C -3.288 -1.110 -1.682 -0.21
C -3.509 -0.248 -0.617 0.00
C -3.157 -0.591 0.686 -0.15
C -3.480 0.286 1.857 -0.43
O -4.002 -0.192 2.852 0.07
N -3.228 1.627 1.758 -0.10
C -3.659 2.444 2.881 -0.04
C -2.143 2.179 0.959 -0.17
C -0.866 2.416 1.760 -0.18
C -0.369 1.160 2.474 -0.20
C 1.091 1.289 2.899 -0.21
C 1.694 -0.009 3.430 -0.19
C 3.214 -0.052 3.331 -0.18
N 3.688 0.131 1.969 0.06
C 3.354 -0.760 0.996 -0.50
O 2.857 -1.842 1.253 0.07
C 3.617 -0.310 -0.428 -0.07
C 2.479 -0.739 -1.352 -0.29
C 1.162 -0.110 -0.883 -0.15
C -0.018 -0.536 -1.747 -0.18
C 0.236 -0.207 -3.212 -0.18
C 1.551 -0.823 -3.682 -0.17
C 2.745 -0.397 -2.823 -0.35
C 4.026 -1.030 -3.359 -0.07
C -2.572 -1.825 0.937 -0.01
C -2.323 -2.700 -0.108 0.01
C -2.685 -2.323 -1.383 -0.26
F -2.433 -3.170 -2.404 0.07
H -2.768 -0.794 -3.740 0.07
H -4.370 -1.471 -3.507 0.09
H -4.078 0.237 -3.148 0.08
H -3.982 0.709 -0.809 0.13
H -4.643 2.122 3.207 0.09
H -2.981 2.366 3.736 0.09
H -3.701 3.485 2.558 0.09
H -1.912 1.478 0.159 0.10
H -2.480 3.109 0.493 0.12
H -0.103 2.755 1.051 0.11
H -1.000 3.229 2.479 0.11
H -1.009 0.944 3.334 0.12
H -0.468 0.297 1.804 0.10
H 1.655 1.620 2.018 0.10
H 1.193 2.083 3.645 0.12
H 1.423 -0.157 4.479 0.12
H 1.292 -0.858 2.873 0.10
H 3.669 0.728 3.944 0.12
H 3.575 -1.016 3.691 0.12
H 3.911 1.065 1.677 0.13
H 3.761 0.775 -0.477 0.13
H 4.555 -0.778 -0.735 0.12
H 2.385 -1.828 -1.264 0.16
H 0.976 -0.386 0.160 0.10
H 1.264 0.984 -0.916 0.13
H -0.167 -1.616 -1.636 0.12
H -0.939 -0.063 -1.396 0.09
H -0.589 -0.562 -3.836 0.09
H 0.281 0.881 -3.338 0.12
H 1.470 -1.916 -3.645 0.13
H 1.742 -0.559 -4.726 0.11
H 2.838 0.696 -2.899 0.15
H 4.010 -2.113 -3.207 0.09
H 4.124 -0.847 -4.430 0.08
H 4.921 -0.636 -2.877 0.07
H -2.330 -2.096 1.956 0.13
H -1.858 -3.663 0.054 0.13
```

Properties
- SMILES = Cc1cc(C(=O)N(C)CCCCCCNC(=O)C[C@H]2CCCC[C@@H]2C)ccc1F
- HOMO (Ha) = -0.332
- DFT total energy (eV) = -35283.450
- Kohn-Sham gap (eV) = 9.67
- M (g mol⁻¹) = 404.57
- ΔE to the lowest compared entry with this formula, charge and spin (kcal/mol) = 4.13

***

Here is a molecular structure, C24H37IrNPS4Te from OMol25. Energies are from ωB97M-V/def2-TZVPD.

XYZ file:
```
69
Properties=species:S:1:pos:R:3:lowdin_charge:R:1
Ir 1.331 0.187 1.182 0.38
C 0.005 3.858 -0.238 -0.14
C 1.374 3.217 -0.496 -0.53
C 2.074 3.970 -1.630 -0.09
P 1.255 1.374 -0.701 0.89
C 2.439 0.951 -2.035 -0.52
C 3.875 0.983 -1.508 -0.11
C 2.135 -0.352 -2.766 -0.10
C -0.417 0.992 -1.268 -0.27
C -1.051 1.636 -2.320 -0.03
C -2.371 1.349 -2.655 -0.24
C -3.062 2.050 -3.788 -0.03
C -3.051 0.398 -1.886 -0.01
C -2.429 -0.285 -0.864 -0.01
C -1.085 -0.021 -0.558 -0.32
N -0.406 -0.703 0.444 -0.09
C -0.764 -2.030 0.706 -0.26
C -0.964 -2.964 -0.346 -0.19
C -0.707 -2.660 -1.798 -0.01
C -1.291 -4.268 -0.013 0.01
C -1.428 -4.696 1.302 -0.23
C -1.764 -6.122 1.619 -0.03
C -1.188 -3.774 2.317 0.01
C -0.834 -2.467 2.050 -0.20
C -0.556 -1.543 3.195 -0.06
H 0.142 4.817 0.263 0.09
H -0.671 3.250 0.366 0.02
H -0.511 4.042 -1.180 0.08
H 1.991 3.317 0.404 0.06
H 1.529 3.877 -2.572 0.08
H 3.100 3.648 -1.789 0.07
H 2.097 5.031 -1.375 0.09
H 2.298 1.768 -2.750 0.10
H 4.071 0.105 -0.893 0.03
H 4.090 1.859 -0.895 0.06
H 4.569 0.981 -2.349 0.10
H 2.250 -1.211 -2.108 0.03
H 2.851 -0.465 -3.582 0.09
H 1.135 -0.353 -3.200 0.07
H -0.515 2.383 -2.896 0.12
H -2.391 2.737 -4.300 0.08
H -3.920 2.618 -3.427 0.09
H -3.434 1.331 -4.519 0.09
H -4.091 0.188 -2.106 0.13
H -2.968 -1.026 -0.287 0.13
H 0.114 -1.957 -1.921 0.05
H -1.579 -2.241 -2.300 0.09
H -0.440 -3.580 -2.315 0.09
H -1.417 -4.986 -0.815 0.13
H -2.363 -6.573 0.830 0.08
H -2.309 -6.200 2.559 0.08
H -0.850 -6.710 1.719 0.10
H -1.277 -4.089 3.350 0.13
H -0.900 -1.982 4.130 0.10
H -1.046 -0.580 3.063 0.04
H 0.524 -1.369 3.295 0.06
S 2.346 -1.808 0.581 0.10
S 4.206 -1.795 1.463 0.02
S 3.825 -0.537 3.090 -0.02
S 3.318 1.144 2.027 -0.07
C 0.646 1.381 4.606 -0.38
Te 0.388 2.174 2.656 1.30
C -1.744 2.007 2.620 -0.37
H 0.287 2.120 5.318 0.02
H 1.714 1.224 4.739 -0.01
H 0.105 0.447 4.713 0.00
H -2.068 1.378 3.445 0.01
H -2.045 1.560 1.675 0.00
H -2.177 2.998 2.722 0.01
```

Properties
- multiplicity = 2
- HOMO (spin up / spin down) (Ha) = -0.377 / -0.379
- DFT total energy (eV) = -89738.242
- total charge = +1
- Kohn-Sham gap (spin up / spin down) (eV) = 6.85 / 5.30
- M (g mol⁻¹) = 818.63
- ⟨S²⟩ = 0.783
- ΔE to the lowest compared entry with this formula, charge and spin (kcal/mol) = 0.00

***

Here is a molecular structure, C24H37N10O5PdS from OMol25. Energies are from ωB97M-V/def2-TZVPD.

XYZ file:
```
78
Properties=species:S:1:pos:R:3:lowdin_charge:R:1
Pd 1.127 0.970 0.217 1.11
C 4.139 -0.823 1.562 0.05
C 4.361 0.322 0.684 -0.22
N 3.417 1.081 0.070 0.07
C 4.048 2.009 -0.625 0.02
C 5.483 1.844 -0.461 0.12
N 5.614 0.804 0.349 0.19
H 3.079 -0.944 1.767 0.07
H 4.693 -0.696 2.499 0.13
H 4.529 -1.733 1.087 0.13
H 3.531 2.764 -1.200 0.13
H 6.313 2.407 -0.866 0.17
H 6.496 0.420 0.676 0.21
C 0.550 0.268 4.661 0.04
C 0.532 -0.094 3.209 -0.52
N 0.143 -1.320 2.881 0.23
O 0.854 0.766 2.352 -0.13
H -0.478 0.386 5.012 0.11
H 1.082 1.203 4.805 0.10
H 1.012 -0.520 5.256 0.11
H -0.136 -1.974 3.597 0.14
H 0.029 -1.599 1.919 0.07
C 2.232 3.820 1.853 -0.06
C 1.200 4.150 0.808 -0.22
O 1.216 3.163 -0.262 -0.32
C 0.388 3.564 -1.398 -0.24
C 1.063 4.606 -2.256 -0.04
H 2.149 4.537 2.670 0.10
H 3.245 3.906 1.452 0.08
H 2.085 2.827 2.278 0.05
H 1.408 5.122 0.364 0.13
H 0.190 4.179 1.224 0.13
H -0.571 3.913 -1.009 0.13
H 0.209 2.650 -1.965 0.11
H 1.170 5.564 -1.751 0.09
H 0.456 4.776 -3.146 0.10
H 2.046 4.271 -2.592 0.08
C 1.958 -5.443 0.096 -0.07
C 1.491 -5.417 -1.355 -0.40
C 2.642 -5.137 -2.317 -0.07
C 0.321 -4.459 -1.563 -0.07
N 0.695 -3.037 -1.344 -0.06
C 1.219 -2.151 -2.196 -0.09
N 1.408 -1.010 -1.560 0.02
N 0.975 -1.253 -0.309 -0.14
N 0.557 -2.453 -0.157 0.10
H 2.773 -6.156 0.218 0.09
H 1.157 -5.735 0.776 0.09
H 2.331 -4.463 0.414 0.06
H 1.070 -6.395 -1.601 0.15
H 3.144 -4.192 -2.079 0.07
H 2.311 -5.103 -3.357 0.09
H 3.394 -5.920 -2.242 0.09
H -0.494 -4.657 -0.870 0.14
H -0.065 -4.515 -2.580 0.14
H 1.428 -2.356 -3.233 0.16
O -6.301 -2.514 -2.375 -0.26
S -7.479 -1.709 -2.339 0.57
O -7.617 -0.676 -3.369 -0.19
O -8.654 -2.193 -1.695 -0.22
C -6.946 -0.108 -1.139 -0.25
N -7.914 0.550 -0.598 0.18
C -7.516 1.517 0.232 -0.03
C -6.162 1.764 0.455 0.04
C -5.254 0.967 -0.216 -0.19
N -5.660 0.004 -1.054 0.18
C -3.770 1.076 -0.103 -0.10
C -3.126 1.711 0.953 0.04
C -1.745 1.701 1.011 -0.10
N -0.999 1.110 0.068 -0.06
C -1.616 0.519 -0.969 -0.11
C -2.985 0.477 -1.085 0.04
H -8.289 2.100 0.715 0.14
H -5.860 2.572 1.105 0.12
H -3.679 2.188 1.750 0.13
H -1.215 2.160 1.834 0.11
H -0.983 0.072 -1.724 0.10
H -3.455 -0.027 -1.918 0.13
```

Properties
- multiplicity = 5
- HOMO (spin up / spin down) (Ha) = -0.579 / -0.585
- DFT total energy (eV) = -64911.747
- total charge = +3
- Kohn-Sham gap (spin up / spin down) (eV) = 7.08 / 3.29
- M (g mol⁻¹) = 684.11
- ⟨S²⟩ = 6.022
- ΔE to the lowest compared entry with this formula, charge and spin (kcal/mol) = 0.88

***

Here is 4 unconnected molecules or ions with the total composition C24H37N3O4S from OMol25. Energies are from ωB97M-V/def2-TZVPD.

XYZ file:
```
69
Properties=species:S:1:pos:R:3:lowdin_charge:R:1
C -3.571 1.167 -2.446 -0.11
O -3.653 0.339 -1.287 -0.20
C -3.964 1.109 -0.122 -0.23
C -2.648 1.669 0.466 -0.17
C -1.819 0.486 1.004 -0.18
C -0.778 0.909 2.073 -0.19
C 0.654 1.047 1.526 -0.17
C 0.818 2.119 0.427 -0.26
C 2.101 1.968 -0.442 -0.30
C 1.991 0.882 -1.532 -0.12
C 2.419 -0.534 -1.114 -0.14
C 2.147 -1.454 -2.303 -0.24
C 0.976 -2.164 -2.421 -0.05
C 0.742 -2.951 -3.519 -0.09
C 1.695 -3.011 -4.506 -0.11
C 2.879 -2.330 -4.397 -0.09
C 3.102 -1.544 -3.291 -0.05
C 3.315 1.853 0.486 -0.14
C 3.476 3.221 1.166 -0.19
O 2.398 3.531 2.075 -0.21
S 1.006 3.709 1.288 0.66
O 1.099 4.729 0.280 -0.27
O -0.066 3.968 2.195 -0.25
H -2.790 0.761 -3.095 0.09
H -4.539 1.130 -2.959 0.09
H -3.279 2.190 -2.186 0.08
H -4.690 1.902 -0.336 0.12
H -4.369 0.379 0.585 0.12
H -2.889 2.401 1.244 0.12
H -2.118 2.204 -0.330 0.09
H -2.529 -0.174 1.516 0.10
H -1.345 -0.107 0.216 0.11
H -1.121 1.784 2.628 0.10
H -0.738 0.088 2.801 0.09
H 1.285 1.341 2.373 0.11
H 0.991 0.050 1.236 0.11
H -0.049 2.154 -0.235 0.12
H 2.218 2.923 -0.968 0.13
H 2.646 1.170 -2.363 0.12
H 0.966 0.858 -1.919 0.12
H 1.845 -0.951 -0.282 0.10
H 3.485 -0.631 -0.894 0.12
H 0.235 -2.086 -1.629 0.12
H -0.190 -3.495 -3.610 0.11
H 1.514 -3.608 -5.396 0.10
H 3.640 -2.358 -5.170 0.09
H 4.018 -0.970 -3.164 0.06
H 4.233 1.716 -0.100 0.13
H 3.257 1.029 1.200 0.12
H 4.418 3.317 1.707 0.13
H 3.507 3.969 0.365 0.12
C -3.845 -0.734 5.074 -0.07
C -2.585 -1.441 4.845 -0.28
N -1.593 -2.004 4.669 0.12
H -3.954 -0.510 6.134 0.08
H -3.854 0.198 4.511 0.08
H -4.682 -1.353 4.747 0.01
C 7.088 -1.794 -4.888 -0.06
C 6.544 -0.985 -3.798 -0.26
N 6.114 -0.345 -2.937 0.14
H 7.866 -2.452 -4.506 0.08
H 6.297 -2.397 -5.330 0.07
H 7.513 -1.146 -5.652 0.08
C -7.286 -3.766 5.404 -0.06
C -6.742 -2.856 4.396 -0.26
N -6.311 -2.139 3.598 0.14
H -7.525 -4.723 4.946 0.08
H -6.554 -3.922 6.194 0.08
H -8.191 -3.340 5.835 0.08
```

Properties
- SMILES = COCCCCC[C@@H]1[C@H](CCc2ccccc2)CCOS1(=O)=O.CC#N.CC#N.CC#N
- HOMO (Ha) = -0.330
- DFT total energy (eV) = -48981.771
- Kohn-Sham gap (eV) = 9.49
- M (g mol⁻¹) = 463.64
- ΔE to the lowest compared entry with this formula, charge and spin (kcal/mol) = 97.05

***

Here is 6 unconnected molecules or ions with the total composition C24H37NO19 from OMol25. Energies are from ωB97M-V/def2-TZVPD.

XYZ file:
```
81
Properties=species:S:1:pos:R:3:lowdin_charge:R:1
N -3.224 -3.322 -2.364 0.03
C -2.029 -2.755 -1.756 -0.20
C -1.589 -3.459 -0.466 -0.21
O -2.127 -4.745 -0.204 0.08
C -1.112 -5.632 -0.466 -0.61
O -1.259 -6.678 -0.885 0.23
O 0.034 -5.052 -0.121 0.13
C -0.078 -3.619 -0.251 -0.29
O 0.721 -3.267 -1.318 0.06
H -3.800 -3.825 -1.708 0.06
H -2.983 -3.894 -3.155 0.07
H -1.248 -2.771 -2.486 0.09
H -2.201 -1.723 -1.496 0.10
H -1.932 -2.854 0.362 0.15
H 0.263 -3.080 0.617 0.12
H 1.374 -2.622 -1.031 0.11
C 3.824 -4.504 3.834 -0.01
C 3.572 -3.112 3.309 -0.32
C 3.102 -2.109 4.330 -0.08
O 2.402 -1.161 3.497 0.08
C 1.923 -1.848 2.440 -0.55
O 1.126 -1.428 1.659 0.15
O 2.468 -3.088 2.382 0.09
H 3.881 -5.217 3.012 0.09
H 4.762 -4.537 4.390 0.09
H 3.019 -4.829 4.493 0.08
H 4.455 -2.747 2.775 0.16
H 3.914 -1.627 4.869 0.14
H 2.391 -2.523 5.043 0.11
C 1.337 0.563 -6.849 -0.02
C 0.989 0.277 -5.409 -0.33
C 1.071 -1.171 -5.003 -0.09
O 0.161 -1.210 -3.895 0.05
C -0.781 -0.255 -4.115 -0.55
O -1.794 -0.144 -3.507 0.17
O -0.398 0.558 -5.138 0.08
H 0.987 1.555 -7.135 0.09
H 2.415 0.517 -6.997 0.09
H 0.861 -0.155 -7.520 0.09
H 1.590 0.908 -4.747 0.16
H 2.068 -1.482 -4.700 0.14
H 0.697 -1.848 -5.774 0.14
C -2.188 5.414 -4.114 -0.03
C -1.074 4.426 -3.882 -0.32
C -0.603 4.324 -2.457 -0.09
O 0.741 3.843 -2.633 0.06
C 1.177 4.309 -3.830 -0.57
O 2.307 4.262 -4.199 0.15
O 0.146 4.825 -4.546 0.08
H -2.282 5.643 -5.177 0.09
H -3.130 5.012 -3.758 0.08
H -1.996 6.354 -3.597 0.09
H -1.353 3.444 -4.276 0.16
H -1.189 3.636 -1.854 0.14
H -0.554 5.294 -1.957 0.14
C 4.794 -6.744 8.946 -0.02
C 4.544 -5.358 8.406 -0.33
C 4.063 -4.346 9.415 -0.09
O 3.366 -3.410 8.577 0.07
C 2.894 -4.106 7.514 -0.55
O 2.104 -3.688 6.729 0.15
O 3.448 -5.343 7.470 0.08
H 4.858 -7.464 8.131 0.09
H 5.725 -6.771 9.510 0.09
H 3.982 -7.066 9.599 0.09
H 5.431 -4.994 7.879 0.16
H 4.868 -3.857 9.958 0.14
H 3.346 -4.765 10.124 0.14
C -6.479 9.413 -1.086 -0.02
C -5.336 8.661 -1.722 -0.33
C -5.657 7.979 -3.027 -0.09
O -4.680 6.928 -3.057 0.04
C -4.410 6.605 -1.761 -0.55
O -3.802 5.646 -1.414 0.16
O -4.935 7.534 -0.922 0.09
H -6.258 9.628 -0.041 0.09
H -6.653 10.354 -1.607 0.09
H -7.399 8.827 -1.108 0.09
H -4.466 9.316 -1.826 0.16
H -5.553 8.629 -3.893 0.14
H -6.649 7.521 -3.032 0.14
```

Properties
- SMILES = NC[C@H]1OC(=O)O[C@H]1O.C[C@@H]1COC(=O)O1.C[C@@H]1COC(=O)O1.C[C@@H]1COC(=O)O1.C[C@@H]1COC(=O)O1.C[C@@H]1COC(=O)O1
- HOMO (Ha) = -0.308
- DFT total energy (eV) = -65881.856
- Kohn-Sham gap (eV) = 8.76
- M (g mol⁻¹) = 643.55
- ΔE to the lowest compared entry with this formula, charge and spin (kcal/mol) = 0.00

***

Here is a molecular structure, C24H38AsClF6O7PbS5 from OMol25. Energies are from ωB97M-V/def2-TZVPD.

XYZ file:
```
83
Properties=species:S:1:pos:R:3:lowdin_charge:R:1
Pb -0.820 0.498 0.847 1.45
Cl -2.302 2.884 0.067 0.12
As 0.356 -3.653 1.044 0.89
F 1.019 -3.212 -0.508 -0.25
F 1.162 -5.251 0.908 -0.27
F -0.223 -3.920 2.731 -0.28
F -0.481 -2.087 1.097 -0.33
F -1.072 -4.460 0.331 -0.27
F 1.833 -2.944 1.755 -0.28
C 1.291 -1.438 4.525 -0.22
S 0.661 0.276 4.451 0.93
O -0.256 0.258 3.208 -0.70
C -0.477 0.116 5.931 -0.21
H 1.898 -1.607 3.635 0.02
H 0.406 -2.031 4.292 0.03
H 1.682 -1.824 5.466 0.08
H -0.075 0.772 6.703 0.04
H -0.616 -0.897 6.310 0.05
H -1.493 0.503 5.846 0.05
C -4.824 -0.404 3.980 -0.21
S -3.694 -1.026 2.590 0.93
O -2.762 0.144 2.291 -0.71
C -2.754 -2.157 3.712 -0.23
H -5.306 -1.146 4.617 0.06
H -5.704 0.116 3.603 0.05
H -4.186 0.195 4.630 0.05
H -2.964 -2.132 4.781 0.06
H -1.714 -1.836 3.642 0.01
H -2.706 -3.186 3.357 0.06
C 1.201 5.208 1.214 -0.23
S 0.631 3.933 2.432 0.90
O 0.378 2.601 1.667 -0.77
C 2.202 3.704 3.371 -0.23
H 1.368 6.083 1.842 0.05
H 0.448 5.615 0.539 0.06
H 2.101 4.881 0.693 0.06
H 2.160 2.922 4.129 0.03
H 2.444 4.675 3.803 0.06
H 2.998 3.497 2.655 0.04
C 3.962 0.124 -0.585 -0.24
S 3.158 0.827 0.820 0.88
O 1.731 0.263 0.820 -0.67
C 3.876 -0.141 2.147 -0.23
H 5.018 0.194 -0.325 0.06
H 3.784 0.779 -1.438 0.05
H 3.645 -0.878 -0.874 0.08
H 3.535 0.178 3.132 0.04
H 4.960 -0.033 2.151 0.06
H 3.603 -1.180 1.959 0.06
C -3.862 -2.176 -2.636 -0.21
S -3.823 -0.780 -1.365 0.88
O -2.455 -0.695 -0.747 -0.69
C -4.094 0.485 -2.666 -0.24
H -4.764 -2.215 -3.248 0.06
H -3.743 -3.153 -2.169 0.06
H -3.105 -2.051 -3.410 0.03
H -3.406 0.249 -3.478 0.05
H -3.878 1.447 -2.199 0.02
H -5.095 0.485 -3.096 0.07
C 1.716 3.618 -2.946 -0.08
C 1.919 3.785 -4.289 -0.05
C 1.866 2.658 -5.144 0.04
C 1.533 1.339 -4.661 -0.09
C 1.344 1.177 -3.294 -0.05
C 1.363 2.373 -2.460 0.00
C 0.864 -0.137 -2.686 -0.19
O 0.582 -0.179 -1.448 -0.07
C 0.370 -1.137 -3.684 -0.06
C -0.177 -2.353 -3.274 -0.01
C -0.586 -3.336 -4.183 -0.04
C -0.416 -3.097 -5.548 -0.05
C 0.196 -1.951 -5.951 -0.02
C 0.646 -0.958 -5.088 -0.06
C 1.354 0.248 -5.621 -0.23
O 1.647 0.445 -6.853 0.07
H 1.809 4.437 -2.248 0.10
H 2.120 4.779 -4.661 0.11
H 1.939 2.901 -6.194 0.12
H 1.140 2.350 -1.403 0.09
H -0.464 -2.545 -2.251 0.10
H -1.207 -4.162 -3.871 0.11
H -0.881 -3.792 -6.231 0.12
H 0.469 -1.860 -6.992 0.12
```

Properties
- multiplicity = 2
- HOMO (spin up / spin down) (Ha) = -0.428 / -0.428
- DFT total energy (eV) = -188919.602
- total charge = +1
- Kohn-Sham gap (spin up / spin down) (eV) = 8.19 / 4.79
- M (g mol⁻¹) = 1030.46
- ⟨S²⟩ = 0.759

***

| no. | maximum force (eV/A) |
| --- | --- |
| 1 | 0.22 |
| 2 | 0.67 |
| 3 | 0.82 |
| 4 | 2.40 |
| 5 | 5.47 |
| 6 | 4.68 |